A molecular structure, C31H64F17N11O6P4STa in a non-equilibrium geometry, computed with wB97M-V/def2-TZVPD.

Charge = -1
Maximum force = 0.14376 Eh/bohr
Orbital gap = 4.794 eV
E_HOMO = -4.5 eV
Energy = -5791.3023 hartree

Positions of all 135 atoms, in Å:
1 C -4.960 1.633 9.187
2 C -3.869 1.571 8.102
3 O -3.053 2.390 7.976
4 O -3.951 0.476 7.235
5 C -3.736 -0.698 8.004
6 O -2.927 -0.650 8.856
7 C -4.583 -1.912 7.708
8 Ta -3.717 -2.953 5.822
9 N -5.555 -2.625 4.679
10 C -6.256 -3.598 4.583
11 S -6.924 -4.925 3.980
12 P -4.618 -5.288 6.641
13 N -3.659 -5.907 7.794
14 C -2.605 -3.882 3.963
15 F -3.537 -4.643 3.292
16 F -1.574 -4.638 4.463
17 C -2.058 -2.747 3.028
18 F -1.062 -2.158 3.686
19 F -3.115 -1.901 2.853
20 C -1.667 -3.233 1.603
21 F -0.937 -4.369 1.784
22 F -2.718 -3.617 0.880
23 C -0.709 -2.293 0.780
24 F -0.449 -2.996 -0.354
25 F 0.481 -2.170 1.386
26 C -1.258 -0.873 0.489
27 F -2.560 -0.950 0.162
28 F -1.232 -0.186 1.655
29 C -0.444 0.009 -0.508
30 F 0.051 -0.652 -1.571
31 F 0.624 0.463 0.172
32 C -1.262 1.214 -1.117
33 F -2.228 0.804 -1.931
34 F -0.362 1.865 -1.897
35 C -1.788 2.257 -0.091
36 F -2.218 3.311 -0.822
37 F -0.872 2.721 0.726
38 F -2.852 1.842 0.570
39 H -4.776 0.911 9.997
40 H -5.028 2.632 9.636
41 H -5.900 1.324 8.695
42 H -5.618 -1.605 7.486
43 H -4.492 -2.542 8.608
44 H -2.210 -3.264 6.819
45 H -2.975 -1.308 5.398
46 H -5.921 -5.074 7.190
47 H -4.741 -6.241 5.593
48 H -3.357 -6.826 7.474
49 O 7.206 0.687 -3.517
50 P 5.753 0.413 -3.137
51 N 5.867 -1.289 -3.300
52 C 5.086 -2.208 -4.089
53 C 6.452 -1.959 -2.152
54 N 5.101 1.262 -4.513
55 C 5.133 0.674 -5.844
56 C 5.587 2.645 -4.588
57 N 4.094 0.287 -2.468
58 C 2.902 0.222 -3.286
59 C 3.878 1.257 -1.382
60 H 4.164 -2.525 -3.579
61 H 5.670 -3.108 -4.303
62 H 4.825 -1.807 -5.066
63 H 5.697 -2.158 -1.377
64 H 7.238 -1.344 -1.705
65 H 6.922 -2.903 -2.438
66 H 6.106 0.231 -6.090
67 H 4.897 1.422 -6.604
68 H 4.353 -0.082 -5.953
69 H 6.593 2.704 -5.017
70 H 5.623 3.101 -3.595
71 H 4.912 3.251 -5.197
72 H 2.656 1.179 -3.760
73 H 2.058 -0.066 -2.654
74 H 2.966 -0.538 -4.062
75 H 3.782 2.282 -1.767
76 H 4.723 1.237 -0.685
77 H 2.983 1.013 -0.808
78 O 7.769 5.465 -3.329
79 P 8.271 5.872 -1.949
80 N 7.195 4.881 -1.067
81 C 6.268 5.210 -0.011
82 C 7.600 3.487 -0.984
83 N 7.794 7.543 -2.109
84 C 6.400 7.942 -1.973
85 C 8.352 8.164 -3.312
86 N 9.192 6.297 -0.473
87 C 8.829 7.381 0.414
88 C 10.638 6.358 -0.738
89 H 6.746 5.221 0.981
90 H 5.460 4.474 0.021
91 H 5.771 6.164 -0.170
92 H 8.308 3.324 -0.159
93 H 8.086 3.169 -1.912
94 H 6.740 2.827 -0.846
95 H 5.715 7.289 -2.527
96 H 6.253 8.966 -2.322
97 H 6.106 7.967 -0.922
98 H 7.781 7.906 -4.210
99 H 9.385 7.844 -3.470
100 H 8.364 9.252 -3.206
101 H 9.028 8.370 -0.015
102 H 9.410 7.292 1.337
103 H 7.783 7.342 0.714
104 H 10.907 7.253 -1.315
105 H 10.954 5.481 -1.312
106 H 11.211 6.356 0.192
107 O -8.750 -3.434 0.339
108 P -8.369 -3.458 -1.135
109 N -9.873 -4.063 -1.693
110 C -10.173 -5.208 -2.514
111 C -10.915 -3.058 -1.805
112 N -7.108 -4.643 -0.946
113 C -7.422 -6.053 -0.768
114 C -6.117 -4.244 0.061
115 N -7.802 -3.151 -2.807
116 C -7.161 -4.151 -3.632
117 C -7.040 -1.896 -2.895
118 H -10.095 -4.988 -3.591
119 H -11.194 -5.550 -2.322
120 H -9.543 -6.065 -2.286
121 H -10.856 -2.525 -2.766
122 H -10.825 -2.319 -1.004
123 H -11.908 -3.502 -1.707
124 H -8.222 -6.222 -0.036
125 H -6.541 -6.610 -0.443
126 H -7.700 -6.512 -1.720
127 H -6.464 -4.442 1.080
128 H -5.895 -3.176 -0.015
129 H -5.177 -4.779 -0.096
130 H -6.139 -4.381 -3.309
131 H -7.114 -3.783 -4.662
132 H -7.724 -5.082 -3.673
133 H -6.044 -1.994 -2.441
134 H -7.570 -1.094 -2.372
135 H -6.921 -1.578 -3.934

14 unconnected molecules or ions with the total composition C31H66BBr3F5N13O31 in a non-equilibrium geometry, computed with wB97M-V/def2-TZVPD.

Maximum force = 0.17592 Eh/bohr
Orbital gap = 7.648 eV
E_HOMO = -8.2 eV
Energy = -12509.5609 hartree

Positions of all 150 atoms, in Å:
1 C -5.020 -0.283 -2.346
2 B -3.978 -0.271 -1.030
3 O -4.596 0.100 0.256
4 C -2.404 -0.716 -1.275
5 C -2.646 -2.299 -1.767
6 O -3.657 -2.996 -0.903
7 O -3.187 -4.230 -0.790
8 C -1.488 0.197 -2.339
9 C -0.919 -0.792 -3.563
10 C 0.081 -0.033 -4.613
11 C 0.394 -1.139 -5.829
12 C 1.325 -2.396 -5.344
13 F 1.790 -3.078 -6.610
14 F 0.551 -3.466 -4.610
15 C 2.707 -1.964 -4.551
16 F 3.218 -0.743 -5.280
17 F 3.693 -3.079 -4.739
18 F 2.409 -1.681 -3.125
19 C -2.070 1.644 -2.835
20 C -2.198 2.794 -1.675
21 C -1.353 4.180 -2.082
22 C -3.776 3.320 -1.496
23 C -0.040 0.635 -1.645
24 O 0.814 1.613 -1.947
25 O 0.036 -0.327 -0.537
26 C -1.333 -0.686 -0.039
27 Br -0.885 -2.436 0.910
28 C -1.558 0.296 1.253
29 Br -2.451 -0.879 2.664
30 C -0.185 0.847 1.960
31 C -0.456 1.140 3.585
32 Br 0.425 2.653 1.233
33 H -4.322 -0.414 -3.297
34 H -5.534 0.784 -2.491
35 H -5.796 -1.156 -2.260
36 H -5.584 -0.065 0.162
37 H -3.152 -2.294 -2.849
38 H -1.649 -2.898 -1.886
39 H -3.572 -4.657 0.046
40 H -0.255 -1.626 -3.024
41 H -1.794 -1.257 -4.207
42 H -0.421 0.887 -5.185
43 H 1.116 0.296 -4.177
44 H 0.762 -0.594 -6.797
45 H -0.676 -1.597 -6.095
46 H -3.146 1.522 -3.338
47 H -1.404 2.135 -3.696
48 H -1.861 2.469 -0.604
49 H -1.721 4.639 -3.106
50 H -0.199 4.008 -2.154
51 H -1.527 4.942 -1.181
52 H -4.109 3.184 -0.362
53 H -4.530 2.748 -2.184
54 H -3.817 4.499 -1.680
55 H -2.356 1.165 1.068
56 H 0.711 0.058 1.953
57 H 0.371 1.951 3.875
58 H -0.237 0.210 4.260
59 H -1.489 1.662 3.785
60 C 4.484 3.907 2.277
61 N 3.640 3.603 3.464
62 O 2.416 3.717 3.331
63 O 4.229 3.259 4.494
64 H 3.836 4.195 1.447
65 H 5.151 4.729 2.549
66 H 5.047 3.004 2.032
67 C 5.561 7.155 5.754
68 N 6.258 6.810 4.486
69 O 7.451 7.122 4.393
70 O 5.588 6.235 3.620
71 H 6.267 7.653 6.421
72 H 4.731 7.819 5.504
73 H 5.203 6.223 6.198
74 C -3.630 -5.737 3.567
75 N -3.760 -6.509 2.302
76 O -3.464 -7.709 2.339
77 O -4.156 -5.889 1.309
78 H -3.274 -6.405 4.354
79 H -2.912 -4.933 3.390
80 H -4.616 -5.341 3.815
81 C -1.027 -9.960 0.944
82 N -0.749 -11.142 1.805
83 O 0.417 -11.304 2.183
84 O -1.709 -11.872 2.077
85 H -0.097 -9.411 0.787
86 H -1.422 -10.330 -0.005
87 H -1.760 -9.339 1.464
88 C 4.870 8.575 0.705
89 N 3.390 8.440 0.779
90 O 2.827 7.856 -0.154
91 O 2.834 8.924 1.772
92 H 5.221 8.106 -0.216
93 H 5.104 9.641 0.709
94 H 5.290 8.072 1.579
95 C 2.390 -1.146 -10.065
96 N 0.910 -1.280 -9.991
97 O 0.348 -1.864 -10.924
98 O 0.355 -0.796 -8.998
99 H 2.742 -1.614 -10.986
100 H 2.624 -0.079 -10.061
101 H 2.811 -1.648 -9.191
102 C -4.961 2.443 5.943
103 N -3.640 2.233 5.291
104 O -3.486 1.189 4.647
105 O -2.796 3.124 5.443
106 H -5.602 1.585 5.727
107 H -4.787 2.532 7.018
108 H -5.390 3.359 5.532
109 C 4.792 -3.840 -1.790
110 N 4.968 -4.704 -0.592
111 O 5.461 -5.824 -0.770
112 O 4.606 -4.234 0.493
113 H 5.150 -4.379 -2.670
114 H 3.727 -3.617 -1.882
115 H 5.375 -2.931 -1.630
116 C 0.992 -10.140 4.730
117 N 1.747 -9.945 5.996
118 O 2.811 -9.318 5.930
119 O 1.251 -10.428 7.021
120 H 1.542 -9.666 3.914
121 H 0.902 -11.215 4.561
122 H 0.012 -9.675 4.856
123 C -2.987 6.807 7.309
124 N -3.812 5.755 7.962
125 O -4.863 5.429 7.397
126 O -3.382 5.287 9.022
127 H -3.483 7.126 6.390
128 H -2.900 7.640 8.010
129 H -2.011 6.370 7.089
130 C 0.291 3.608 -8.030
131 N -0.359 2.827 -6.943
132 O -0.247 1.596 -6.985
133 O -0.964 3.472 -6.079
134 H 0.784 2.916 -8.716
135 H -0.490 4.171 -8.544
136 H 1.020 4.275 -7.565
137 C 6.671 12.335 2.562
138 N 6.541 11.563 1.297
139 O 6.837 10.363 1.333
140 O 6.145 12.183 0.303
141 H 7.027 11.667 3.349
142 H 7.389 13.139 2.384
143 H 5.684 12.731 2.809
144 C -4.999 -12.481 0.540
145 N -4.039 -11.737 -0.319
146 O -3.759 -12.233 -1.416
147 O -3.593 -10.676 0.133
148 H -5.308 -13.390 0.019
149 H -4.486 -12.726 1.472
150 H -5.856 -11.828 0.718